Record 1
{
  "formula": "C31H63NO21Si",
  "method": "ωB97M-V/def2-TZVPD",
  "species": ["C", "C", "C", "C", "C", "Si", "C", "C", "C", "C", "O", "C", "O", "C", "C", "C", "N", "O", "H", "H", "H", "H", "H", "H", "H", "H", "H", "H", "H", "H", "H", "H", "H", "H", "H", "H", "H", "H", "H", "H", "H", "H", "H", "H", "H", "C", "O", "C", "O", "O", "C", "H", "H", "H", "H", "H", "H", "C", "O", "C", "O", "O", "C", "H", "H", "H", "H", "H", "H", "C", "O", "C", "O", "O", "C", "H", "H", "H", "H", "H", "H", "C", "O", "C", "O", "O", "C", "H", "H", "H", "H", "H", "H", "C", "O", "C", "O", "O", "C", "H", "H", "H", "H", "H", "H", "C", "O", "C", "O", "O", "C", "H", "H", "H", "H", "H", "H"],
  "positions_angstrom": [[-3.43, -1.63, 6.88], [-4.85, -0.99, 6.37], [-5.95, -2.24, 6.42], [-4.84, -0.42, 4.83], [-4.36, 1.17, 4.71], [-2.63, 1.39, 3.88], [-1.28, 0.15, 4.47], [-1.45, -1.22, 3.54], [-0.01, -2.00, 3.53], [0.75, -1.97, 2.08], [-0.16, -2.14, 0.92], [-0.09, -0.86, 0.16], [-1.15, -0.04, 0.10], [-1.90, 3.19, 4.05], [-1.42, 3.55, 5.57], [0.13, 3.07, 5.92], [0.33, 2.08, 7.05], [1.18, 3.56, 5.26], [-2.66, -0.85, 7.31], [-3.69, -2.36, 7.79], [-2.90, -2.32, 6.08], [-5.15, -0.15, 7.13], [-6.36, -2.26, 7.52], [-6.83, -2.08, 5.66], [-5.39, -3.25, 6.11], [-5.98, -0.44, 4.46], [-4.25, -1.09, 4.07], [-4.44, 1.75, 5.72], [-5.15, 1.69, 3.98], [-2.82, 1.16, 2.43], [-1.40, -0.11, 5.61], [-0.21, 0.62, 4.29], [-2.25, -1.96, 4.02], [-1.86, -0.93, 2.48], [0.69, -1.44, 4.31], [-0.15, -3.10, 3.98], [1.50, -2.88, 2.06], [1.32, -0.95, 1.92], [0.89, -0.58, -0.46], [-2.70, 4.01, 3.75], [-0.98, 3.30, 3.31], [-1.45, 4.71, 5.81], [-2.17, 3.04, 6.35], [1.12, 1.42, 6.81], [-0.55, 1.52, 7.24], [1.54, 3.16, -5.50], [0.23, 2.99, -4.96], [0.19, 2.93, -3.60], [1.15, 3.01, -2.85], [-1.10, 2.77, -3.23], [-1.29, 2.69, -1.81], [1.45, 3.20, -6.59], [1.98, 4.11, -5.16], [2.18, 2.32, -5.24], [-0.97, 3.61, -1.33], [-0.77, 1.82, -1.40], [-2.36, 2.56, -1.63], [6.80, 4.87, -5.07], [7.09, 4.15, -6.26], [6.03, 3.97, -7.09], [4.90, 4.38, -6.89], [6.45, 3.27, -8.17], [5.43, 3.01, -9.14], [7.72, 4.95, -4.48], [6.45, 5.88, -5.31], [6.05, 4.34, -4.47], [5.04, 3.95, -9.54], [4.63, 2.41, -8.70], [5.88, 2.45, -9.96], [-2.67, 2.25, -5.72], [-3.51, 1.63, -6.69], [-3.68, 0.30, -6.51], [-3.19, -0.38, -5.61], [-4.49, -0.16, -7.49], [-4.77, -1.56, -7.43], [-2.59, 3.31, -5.96], [-3.10, 2.15, -4.72], [-1.66, 1.82, -5.75], [-5.29, -1.81, -6.50], [-3.85, -2.14, -7.53], [-5.43, -1.81, -8.26], [3.90, -3.58, 9.52], [3.69, -2.36, 10.23], [3.41, -1.29, 9.44], [3.32, -1.31, 8.22], [3.23, -0.21, 10.24], [2.93, 0.99, 9.54], [4.12, -4.36, 10.25], [2.99, -3.86, 8.98], [4.75, -3.49, 8.85], [1.98, 0.89, 8.99], [3.74, 1.26, 8.86], [2.81, 1.79, 10.28], [-4.23, -5.93, 2.11], [-4.05, -5.65, 3.49], [-4.15, -6.73, 4.30], [-4.39, -7.88, 3.94], [-3.96, -6.32, 5.58], [-4.04, -7.36, 6.55], [-4.12, -5.00, 1.55], [-3.47, -6.63, 1.75], [-5.24, -6.33, 1.92], [-3.27, -8.12, 6.37], [-5.04, -7.82, 6.55], [-3.87, -6.92, 7.54], [8.12, 1.93, -13.65], [7.20, 1.11, -14.37], [6.12, 0.72, -13.65], [5.88, 1.02, -12.49], [5.34, -0.05, -14.45], [4.15, -0.53, -13.83], [8.95, 2.18, -14.32], [7.64, 2.86, -13.34], [8.52, 1.39, -12.78], [3.51, 0.31, -13.53], [4.39, -1.16, -12.97], [3.60, -1.13, -14.56]],
  "gap_ev": 10.066,
  "lumo_ev": 0.22,
  "smiles": "CC(C)CC[Si@H](CCCCOC=O)CCC(N)=O.COC(=O)OC.COC(=O)OC.COC(=O)OC.COC(=O)OC.COC(=O)OC.COC(=O)OC",
  "e_homo_ev": -9.842,
  "spin_multiplicity": 1
}


Record 2
{
  "formula": "C31H64BFN10O10",
  "method": "ωB97M-V/def2-TZVPD",
  "species": ["H", "N", "C", "C", "C", "C", "C", "N", "O", "B", "O", "O", "C", "C", "N", "C", "C", "C", "F", "H", "H", "H", "H", "H", "H", "H", "H", "H", "H", "H", "H", "H", "H", "C", "N", "C", "C", "O", "H", "H", "H", "H", "H", "H", "H", "C", "N", "C", "C", "O", "H", "H", "H", "H", "H", "H", "H", "C", "N", "C", "C", "O", "H", "H", "H", "H", "H", "H", "H", "C", "N", "C", "C", "O", "H", "H", "H", "H", "H", "H", "H", "C", "N", "C", "C", "O", "H", "H", "H", "H", "H", "H", "H", "C", "N", "C", "C", "O", "H", "H", "H", "H", "H", "H", "H", "C", "N", "C", "C", "O", "H", "H", "H", "H", "H", "H", "H"],
  "positions_angstrom": [[2.30, 2.81, -2.31], [1.43, 2.51, -1.85], [1.72, 1.92, -0.76], [0.57, 1.36, 0.05], [3.12, 1.69, -0.24], [3.76, 2.87, 0.53], [5.19, 2.89, 0.14], [6.32, 2.88, -0.14], [3.79, 2.67, 1.93], [2.58, 2.41, 2.54], [2.49, 1.22, 3.20], [1.47, 3.24, 2.50], [3.20, 4.27, 0.14], [3.72, 4.61, -1.18], [4.12, 4.80, -2.25], [3.71, 5.39, 1.08], [2.93, 6.67, 0.80], [1.74, 6.82, 1.73], [3.77, 7.75, 0.97], [-0.15, 0.90, -0.61], [0.94, 0.59, 0.72], [0.06, 2.14, 0.60], [3.75, 1.50, -1.10], [3.13, 0.76, 0.33], [1.69, 1.20, 3.72], [1.61, 3.98, 3.10], [2.12, 4.31, 0.15], [4.73, 5.61, 0.78], [3.66, 5.10, 2.12], [2.58, 6.69, -0.23], [1.44, 5.83, 2.05], [0.92, 7.35, 1.25], [2.02, 7.36, 2.63], [0.56, 11.16, 4.47], [0.12, 10.77, 3.15], [-0.50, 11.76, 2.28], [0.26, 9.52, 2.69], [-0.09, 9.12, 1.60], [-0.29, 11.53, 5.05], [1.31, 11.95, 4.40], [0.99, 10.31, 4.99], [-1.51, 11.45, 2.02], [0.08, 11.86, 1.37], [-0.54, 12.72, 2.80], [0.73, 8.84, 3.42], [-1.77, -3.74, -3.43], [-1.34, -2.95, -2.29], [-0.01, -3.14, -1.75], [-2.14, -2.05, -1.70], [-1.84, -1.37, -0.73], [-1.73, -4.80, -3.19], [-1.12, -3.54, -4.28], [-2.79, -3.48, -3.71], [-0.07, -3.45, -0.71], [0.54, -2.20, -1.80], [0.52, -3.90, -2.33], [-3.14, -1.99, -2.17], [-6.34, -3.37, 1.26], [-5.36, -4.07, 0.45], [-4.01, -4.25, 0.97], [-5.65, -4.55, -0.76], [-4.87, -5.14, -1.49], [-6.00, -2.36, 1.47], [-6.49, -3.90, 2.20], [-7.29, -3.32, 0.74], [-3.29, -3.78, 0.30], [-3.78, -5.31, 1.02], [-3.92, -3.81, 1.95], [-6.70, -4.36, -1.06], [-1.18, -0.61, -8.10], [-1.87, -1.21, -6.98], [-2.30, -0.36, -5.88], [-2.13, -2.53, -6.92], [-2.71, -3.07, -6.00], [-0.26, -0.13, -7.76], [-1.81, 0.14, -8.57], [-0.92, -1.37, -8.84], [-1.84, -0.70, -4.95], [-3.38, -0.43, -5.76], [-2.02, 0.67, -6.07], [-1.76, -3.08, -7.80], [5.68, -1.62, 6.27], [4.39, -2.05, 5.78], [3.52, -1.08, 5.12], [3.96, -3.32, 5.90], [2.88, -3.73, 5.51], [5.55, -0.83, 7.01], [6.28, -1.23, 5.44], [6.21, -2.46, 6.72], [2.58, -1.01, 5.67], [3.30, -1.41, 4.11], [4.00, -0.11, 5.10], [4.69, -3.97, 6.41], [4.69, -3.62, -1.91], [4.45, -2.58, -0.93], [5.53, -2.18, -0.04], [3.26, -1.97, -0.82], [3.00, -1.09, -0.02], [4.98, -4.54, -1.40], [5.50, -3.32, -2.58], [3.79, -3.80, -2.50], [5.23, -2.34, 1.00], [5.74, -1.12, -0.17], [6.42, -2.76, -0.25], [2.51, -2.33, -1.53], [-6.70, -9.09, -1.37], [-7.88, -8.29, -1.11], [-9.20, -8.87, -1.30], [-7.80, -7.01, -0.69], [-8.75, -6.29, -0.46], [-6.70, -9.41, -2.41], [-6.70, -9.97, -0.72], [-5.81, -8.50, -1.18], [-9.75, -8.30, -2.05], [-9.76, -8.85, -0.37], [-9.10, -9.90, -1.64], [-6.76, -6.67, -0.57]],
  "gap_ev": 9.019,
  "lumo_ev": 0.13,
  "smiles": "[H]/N=C(/C)C[C@](C#N)(OB(O)O)[C@H](C#N)C[C@@H](C)F.CN(C)C=O.CN(C)C=O.CN(C)C=O.CN(C)C=O.CN(C)C=O.CN(C)C=O.CN(C)C=O",
  "e_homo_ev": -8.889,
  "spin_multiplicity": 1
}


Record 3
{
  "formula": "C31H64InO13",
  "method": "ωB97M-V/def2-TZVPD",
  "species": ["C", "C", "O", "C", "In", "C", "C", "C", "C", "C", "C", "O", "C", "C", "O", "H", "H", "H", "H", "H", "H", "H", "H", "H", "H", "H", "H", "H", "H", "H", "H", "H", "H", "H", "H", "H", "H", "H", "H", "O", "C", "O", "C", "C", "C", "H", "H", "H", "H", "H", "H", "H", "H", "O", "C", "O", "C", "C", "C", "H", "H", "H", "H", "H", "H", "H", "H", "O", "C", "O", "C", "C", "C", "H", "H", "H", "H", "H", "H", "H", "H", "O", "C", "O", "C", "C", "C", "H", "H", "H", "H", "H", "H", "H", "H", "O", "C", "O", "C", "C", "C", "H", "H", "H", "H", "H", "H", "H", "H"],
  "positions_angstrom": [[-8.40, -4.79, -1.07], [-6.94, -5.59, -0.98], [-5.90, -5.00, -1.84], [-5.36, -3.75, -1.28], [-4.11, -4.01, 0.60], [-2.96, -2.12, 1.13], [-2.09, -2.42, 2.52], [-3.13, -2.86, 3.72], [-3.01, -1.95, 5.09], [-3.36, -0.38, 4.67], [-2.09, 0.61, 4.94], [-1.68, 1.43, 3.79], [-2.81, 2.18, 3.20], [-3.92, 3.08, 4.01], [-2.98, 2.08, 1.86], [-9.11, -5.46, -1.76], [-8.83, -4.71, 0.04], [-8.28, -3.72, -1.58], [-7.19, -6.71, -1.28], [-6.67, -5.62, 0.17], [-4.62, -3.30, -2.10], [-6.21, -2.96, -1.10], [-2.94, -5.37, 0.55], [-5.22, -4.34, 2.01], [-3.65, -1.15, 1.25], [-2.13, -1.87, 0.32], [-1.21, -3.19, 2.34], [-1.57, -1.39, 2.79], [-3.06, -4.02, 3.90], [-4.23, -2.66, 3.30], [-3.86, -2.36, 5.82], [-1.99, -2.06, 5.66], [-3.74, -0.43, 3.56], [-4.25, 0.02, 5.37], [-1.16, -0.10, 5.18], [-2.30, 1.20, 5.93], [-3.92, 2.94, 5.17], [-5.01, 2.74, 3.65], [-3.82, 4.21, 3.66], [-3.02, -1.45, -2.33], [-2.42, -1.36, -3.40], [-2.62, -2.28, -4.37], [-2.11, -2.17, -5.71], [-0.68, -2.69, -5.79], [-1.39, -0.29, -3.60], [-2.21, -1.15, -6.09], [-2.75, -2.79, -6.34], [-0.01, -2.10, -5.17], [-0.32, -2.65, -6.82], [-0.63, -3.72, -5.43], [-0.44, -0.62, -3.16], [-1.73, 0.62, -3.10], [-1.23, -0.03, -4.65], [1.76, -2.06, -6.62], [2.81, -2.66, -6.82], [2.89, -3.99, -6.56], [4.00, -4.83, -6.94], [5.10, -4.77, -5.89], [4.04, -1.93, -7.26], [4.36, -4.58, -7.94], [3.62, -5.85, -6.99], [5.50, -3.76, -5.79], [5.92, -5.45, -6.15], [4.70, -5.05, -4.91], [4.53, -1.50, -6.38], [3.75, -1.13, -7.94], [4.75, -2.55, -7.81], [2.88, 0.75, 8.08], [2.69, 1.69, 7.32], [1.63, 2.51, 7.50], [1.41, 3.74, 6.78], [0.72, 3.48, 5.46], [3.56, 1.89, 6.12], [2.35, 4.30, 6.67], [0.76, 4.35, 7.41], [1.34, 2.85, 4.80], [0.51, 4.42, 4.94], [-0.22, 2.94, 5.62], [3.22, 1.24, 5.31], [4.59, 1.62, 6.39], [3.60, 2.92, 5.77], [6.87, -2.30, -8.68], [7.27, -1.19, -9.01], [7.61, -0.94, -10.30], [7.92, 0.36, -10.82], [9.38, 0.71, -10.59], [7.49, -0.12, -7.98], [7.23, 1.12, -10.43], [7.73, 0.31, -11.90], [9.61, 0.76, -9.52], [9.62, 1.68, -11.04], [10.03, -0.05, -11.02], [8.46, -0.27, -7.51], [6.70, -0.20, -7.23], [7.42, 0.89, -8.38], [-0.05, 7.69, 6.16], [-0.33, 7.63, 7.36], [-1.40, 6.91, 7.76], [-1.72, 6.62, 9.14], [-2.51, 7.75, 9.76], [0.43, 8.43, 8.37], [-0.81, 6.37, 9.71], [-2.33, 5.71, 9.13], [-1.93, 8.68, 9.78], [-2.79, 7.51, 10.79], [-3.41, 7.95, 9.18], [0.04, 9.45, 8.39], [1.48, 8.45, 8.07], [0.41, 8.01, 9.37]],
  "gap_ev": 4.857,
  "lumo_ev": 1.41,
  "total_charge": -1,
  "e_homo_ev": -3.449,
  "spin_multiplicity": 1
}


Record 4
{
  "formula": "C31H65FN5O15S3",
  "method": "ωB97M-V/def2-TZVPD",
  "species": ["C", "C", "O", "C", "C", "O", "C", "C", "O", "C", "C", "C", "O", "O", "C", "C", "S", "N", "S", "C", "O", "O", "S", "O", "O", "F", "C", "C", "C", "C", "C", "O", "C", "O", "C", "H", "H", "H", "H", "H", "H", "H", "H", "H", "H", "H", "H", "H", "H", "H", "H", "H", "H", "H", "H", "H", "H", "H", "H", "H", "H", "H", "H", "H", "H", "H", "H", "H", "H", "H", "H", "H", "C", "O", "N", "C", "C", "H", "H", "H", "H", "H", "H", "H", "C", "O", "N", "C", "C", "H", "H", "H", "H", "H", "H", "H", "C", "O", "N", "C", "C", "H", "H", "H", "H", "H", "H", "H", "C", "O", "N", "C", "C", "H", "H", "H", "H", "H", "H", "H"],
  "positions_angstrom": [[-3.09, -1.27, 1.22], [-2.15, -0.86, 0.11], [-1.85, -1.94, -0.75], [-0.56, -1.87, -1.29], [-0.36, -0.70, -2.26], [0.02, -1.14, -3.56], [1.30, -0.73, -3.93], [1.32, 0.69, -4.50], [2.24, 1.51, -3.79], [2.18, 2.85, -4.27], [2.93, 3.75, -3.30], [3.19, 5.06, -4.08], [1.99, 5.54, -4.69], [1.66, 6.77, -4.05], [4.31, 3.18, -2.94], [4.19, 2.32, -1.67], [5.75, 1.39, -1.42], [3.72, 3.12, -0.50], [4.73, 4.66, -0.22], [4.38, 5.28, 1.43], [6.11, 4.34, -0.30], [4.35, 5.66, -1.15], [3.86, 2.15, 1.01], [5.14, 2.30, 1.57], [3.49, 0.83, 0.71], [2.80, 2.73, 1.95], [2.26, 3.52, -0.73], [1.20, 2.43, -0.48], [-0.14, 3.17, -0.17], [-1.24, 2.70, -1.12], [-2.33, 3.73, -1.32], [-1.90, 4.78, -2.21], [-2.17, 4.50, -3.52], [-3.16, 4.91, -4.10], [1.99, 4.13, -2.12], [-2.65, -2.07, 1.80], [-3.27, -0.40, 1.85], [-4.03, -1.61, 0.80], [-1.24, -0.44, 0.55], [-2.66, -0.09, -0.49], [-0.37, -2.79, -1.85], [0.19, -1.85, -0.49], [0.37, 0.00, -1.84], [-1.28, -0.13, -2.34], [1.67, -1.40, -4.70], [1.99, -0.79, -3.09], [1.58, 0.70, -5.57], [0.31, 1.08, -4.44], [2.68, 2.89, -5.24], [1.17, 3.21, -4.41], [3.55, 5.85, -3.43], [3.89, 4.83, -4.88], [0.71, 6.71, -3.85], [5.05, 3.97, -2.84], [4.68, 2.50, -3.70], [3.41, 1.60, -1.88], [5.67, 0.63, -2.52], [3.33, 5.14, 1.70], [5.04, 4.79, 2.13], [4.58, 6.34, 1.39], [2.06, 4.31, -0.01], [1.36, 1.74, 0.33], [1.06, 1.88, -1.41], [-0.44, 2.91, 0.85], [-0.02, 4.25, -0.21], [-0.84, 2.48, -2.11], [-1.68, 1.76, -0.79], [-3.16, 3.23, -1.82], [-2.73, 4.14, -0.40], [-1.43, 3.91, -4.09], [2.05, 5.21, -2.00], [0.98, 3.94, -2.44], [0.25, -1.45, 2.59], [-0.83, -1.97, 2.40], [1.23, -1.93, 3.37], [2.49, -1.22, 3.51], [1.03, -3.18, 4.08], [0.53, -0.49, 2.10], [3.31, -1.86, 3.17], [2.65, -0.97, 4.57], [2.47, -0.31, 2.91], [0.83, -3.98, 3.36], [0.17, -3.09, 4.74], [1.91, -3.42, 4.66], [-5.69, -3.70, -1.35], [-5.16, -3.92, -0.27], [-5.10, -3.89, -2.54], [-5.78, -3.61, -3.79], [-3.74, -4.40, -2.58], [-6.72, -3.32, -1.44], [-5.85, -4.52, -4.39], [-5.23, -2.85, -4.35], [-6.79, -3.24, -3.60], [-3.69, -5.37, -2.09], [-3.08, -3.72, -2.05], [-3.41, -4.50, -3.62], [-7.71, -8.35, -0.62], [-7.16, -8.04, -1.66], [-7.50, -7.74, 0.56], [-8.18, -8.15, 1.77], [-6.56, -6.63, 0.62], [-8.44, -9.17, -0.56], [-8.77, -7.32, 2.17], [-7.45, -8.46, 2.53], [-8.85, -8.99, 1.57], [-6.88, -5.84, -0.05], [-5.57, -6.97, 0.30], [-6.50, -6.24, 1.63], [3.71, -1.48, 7.31], [2.78, -1.55, 6.52], [3.84, -0.53, 8.25], [4.97, -0.50, 9.16], [2.81, 0.49, 8.36], [4.53, -2.21, 7.31], [4.61, -0.58, 10.19], [5.51, 0.44, 9.05], [5.64, -1.33, 8.96], [1.85, 0.03, 8.56], [2.74, 1.04, 7.42], [3.06, 1.18, 9.16]],
  "gap_ev": 6.359,
  "lumo_ev": -3.57,
  "total_charge": 1,
  "e_homo_ev": -9.934,
  "spin_multiplicity": 1
}


We obtain calculated total energy values of -3143.0684; -2644.3776; -2387.5130; -3916.4557 Ha for the records listed above, in that order.